No. 1
{
  "formula": "C13H26I2Nb",
  "method": "ωB97M-V with the def2-TZVPD basis set",
  "lumo_ev": 2.3,
  "charge": -1,
  "multiplicity": 1,
  "homo_lumo_gap_ev": 7.1988,
  "homo_ha": -0.1788,
  "symbols": ["C", "C", "C", "C", "C", "C", "C", "C", "C", "C", "Nb", "C", "I", "C", "C", "I", "H", "H", "H", "H", "H", "H", "H", "H", "H", "H", "H", "H", "H", "H", "H", "H", "H", "H", "H", "H", "H", "H", "H", "H", "H", "H"],
  "xyz": [[-2.350, 2.136, 0.700], [-1.379, 2.359, -0.435], [-1.976, 2.877, -1.712], [-0.059, 2.132, -0.314], [0.756, 2.537, 0.888], [1.123, 1.429, 1.890], [2.316, 0.508, 1.541], [3.083, 0.898, 0.278], [1.904, -0.991, 1.432], [0.590, -1.254, 0.689], [0.031, -3.435, 0.446], [-0.423, -3.329, -1.807], [0.915, -4.420, -3.010], [-1.427, -2.644, -2.341], [-2.386, -1.800, -1.537], [-1.839, -2.546, -4.437], [-2.659, 3.048, 1.223], [-3.245, 1.687, 0.266], [-1.943, 1.430, 1.419], [-2.207, 3.936, -1.576], [-1.293, 2.747, -2.551], [-2.908, 2.365, -1.970], [0.432, 1.632, -1.146], [0.129, 3.249, 1.432], [1.623, 3.103, 0.548], [0.223, 0.849, 2.084], [1.355, 1.925, 2.838], [3.032, 0.572, 2.367], [3.982, 0.283, 0.219], [3.443, 1.928, 0.337], [2.489, 0.754, -0.624], [2.693, -1.482, 0.859], [1.917, -1.463, 2.415], [-0.269, -0.861, 1.249], [0.616, -0.820, -0.316], [-1.748, -3.334, 0.927], [-0.045, -5.254, 0.184], [1.830, -3.732, 0.123], [0.302, -3.928, 2.182], [-1.906, -0.875, -1.208], [-2.797, -2.358, -0.697], [-3.233, -1.507, -2.156]]
}



No. 2
{
  "formula": "C13H26N3O6",
  "method": "ωB97M-V with the def2-TZVPD basis set",
  "lumo_ev": [-0.6, -0.6],
  "multiplicity": 2,
  "s_squared": 0.754,
  "homo_lumo_gap_ev": [8.3471, 8.9918],
  "homo_ha": [-0.3289, -0.3526],
  "symbols": ["C", "C", "C", "C", "C", "C", "C", "O", "C", "C", "C", "C", "N", "O", "H", "H", "H", "H", "H", "H", "H", "H", "H", "H", "H", "H", "H", "H", "H", "H", "H", "H", "H", "H", "C", "N", "O", "O", "H", "H", "H", "C", "N", "O", "O", "H", "H", "H"],
  "xyz": [[-0.612, -1.219, 1.766], [-2.053, -1.052, 0.936], [-3.183, -0.856, 2.160], [-2.067, 0.355, 0.118], [-1.564, 0.302, -1.436], [0.053, 0.438, -1.661], [0.633, -0.286, -3.016], [1.973, -0.496, -3.067], [-2.267, -1.005, -2.125], [-2.069, -2.370, -1.232], [-3.119, -3.479, -1.924], [-0.569, -3.070, -1.466], [-2.488, -2.282, 0.203], [-1.989, -3.382, 0.851], [-0.399, -0.124, 2.197], [0.295, -1.464, 1.070], [-0.717, -1.910, 2.708], [-4.203, -0.648, 1.578], [-2.864, 0.022, 2.865], [-3.363, -1.883, 2.723], [-1.381, 1.154, 0.676], [-3.180, 0.771, 0.156], [-2.046, 1.255, -1.971], [0.266, 1.604, -1.803], [0.705, 0.123, -0.725], [0.010, -0.591, -3.962], [-1.993, -1.166, -3.271], [-3.440, -0.783, -2.133], [-2.772, -3.694, -3.022], [-4.184, -2.950, -2.017], [-3.203, -4.446, -1.256], [-0.687, -4.231, -1.278], [0.255, -2.643, -0.757], [-0.223, -2.905, -2.582], [2.099, 2.851, 1.945], [0.626, 2.796, 2.149], [-0.028, 3.796, 1.830], [0.167, 1.749, 2.623], [2.361, 3.824, 1.525], [2.571, 2.712, 2.920], [2.366, 2.048, 1.255], [6.687, 3.331, 0.831], [5.215, 3.275, 1.035], [4.561, 4.275, 0.716], [4.756, 2.229, 1.509], [6.949, 4.304, 0.411], [7.160, 3.192, 1.805], [6.955, 2.528, 0.141]]
}



No. 3
{
  "formula": "C13H26NS",
  "method": "ωB97M-V with the def2-TZVPD basis set",
  "lumo_ev": -4.1,
  "charge": 1,
  "multiplicity": 1,
  "homo_lumo_gap_ev": 9.4029,
  "homo_ha": -0.4957,
  "symbols": ["C", "C", "C", "C", "C", "C", "C", "C", "C", "C", "N", "C", "S", "C", "C", "H", "H", "H", "H", "H", "H", "H", "H", "H", "H", "H", "H", "H", "H", "H", "H", "H", "H", "H", "H", "H", "H", "H", "H", "H", "H"],
  "xyz": [[2.403, -3.265, 0.888], [3.046, -1.894, 0.685], [2.178, -0.964, -0.162], [2.737, 0.459, -0.287], [2.128, 1.506, 0.671], [1.140, 2.470, -0.002], [-0.185, 1.862, -0.523], [-1.427, 2.234, 0.314], [-1.786, 1.301, 1.480], [-2.003, -0.179, 1.138], [-2.620, -0.403, -0.184], [-3.661, 0.223, -0.624], [-4.126, -0.089, -2.225], [-2.517, -0.924, -2.499], [-2.155, -1.453, -1.118], [1.622, -3.219, 1.655], [3.127, -4.019, 1.198], [1.935, -3.621, -0.037], [3.197, -1.417, 1.661], [4.028, -2.000, 0.217], [2.026, -1.415, -1.153], [1.191, -0.921, 0.313], [3.814, 0.403, -0.098], [2.626, 0.814, -1.318], [2.933, 2.108, 1.099], [1.639, 1.000, 1.516], [1.664, 2.959, -0.829], [0.890, 3.270, 0.705], [-0.073, 0.774, -0.597], [-0.365, 2.210, -1.545], [-2.293, 2.372, -0.344], [-1.255, 3.222, 0.754], [-0.974, 1.323, 2.214], [-2.669, 1.685, 1.998], [-1.062, -0.722, 1.126], [-2.640, -0.659, 1.887], [-4.193, 0.928, 0.007], [-1.823, -0.179, -2.889], [-2.655, -1.735, -3.212], [-2.737, -2.358, -0.910], [-1.103, -1.683, -0.968]]
}



No. 4
{
  "formula": "C13H26O3",
  "method": "ωB97M-V with the def2-TZVPD basis set",
  "lumo_ev": 0.7,
  "multiplicity": 1,
  "homo_lumo_gap_ev": 10.6017,
  "smiles": "CC(C)(C)CC(C)(C)OOC(=O)C(C)(C)C",
  "homo_ha": -0.3640,
  "symbols": ["C", "C", "C", "C", "C", "C", "C", "C", "O", "O", "C", "O", "C", "C", "C", "C", "H", "H", "H", "H", "H", "H", "H", "H", "H", "H", "H", "H", "H", "H", "H", "H", "H", "H", "H", "H", "H", "H", "H", "H", "H", "H"],
  "xyz": [[-1.168, 3.431, 2.270], [-0.449, 2.139, 1.826], [-0.464, 1.149, 3.038], [1.031, 2.405, 1.482], [-1.185, 1.603, 0.530], [-0.615, 0.465, -0.353], [0.401, 0.994, -1.394], [-1.754, -0.250, -1.043], [-0.017, -0.509, 0.512], [0.915, -1.427, -0.071], [0.937, -2.653, 0.557], [0.038, -3.080, 1.302], [2.118, -3.598, 0.303], [3.413, -3.071, 0.895], [2.282, -3.766, -1.239], [1.887, -5.036, 0.843], [-1.025, 4.148, 1.470], [-0.731, 3.841, 3.224], [-2.231, 3.259, 2.437], [-1.467, 0.973, 3.441], [0.197, 1.594, 3.808], [-0.010, 0.199, 2.724], [1.427, 2.999, 2.308], [1.074, 3.025, 0.567], [1.584, 1.483, 1.352], [-1.365, 2.465, -0.117], [-2.176, 1.255, 0.905], [-0.054, 1.783, -2.015], [1.323, 1.402, -0.980], [0.712, 0.170, -2.041], [-1.399, -1.136, -1.530], [-2.523, -0.454, -0.318], [-2.183, 0.378, -1.799], [3.390, -3.047, 2.005], [4.257, -3.658, 0.588], [3.634, -2.073, 0.586], [2.996, -4.571, -1.490], [1.284, -3.999, -1.626], [2.632, -2.833, -1.706], [2.746, -5.653, 0.621], [1.047, -5.520, 0.309], [1.640, -5.113, 1.902]]
}



Question: What is the multiplicity in the first record?
Answer: 1



Repeat the first record exactly.
{
  "formula": "C13H26I2Nb",
  "method": "ωB97M-V with the def2-TZVPD basis set",
  "lumo_ev": 2.3,
  "charge": -1,
  "multiplicity": 1,
  "homo_lumo_gap_ev": 7.1988,
  "homo_ha": -0.1788,
  "symbols": ["C", "C", "C", "C", "C", "C", "C", "C", "C", "C", "Nb", "C", "I", "C", "C", "I", "H", "H", "H", "H", "H", "H", "H", "H", "H", "H", "H", "H", "H", "H", "H", "H", "H", "H", "H", "H", "H", "H", "H", "H", "H", "H"],
  "xyz": [[-2.350, 2.136, 0.700], [-1.379, 2.359, -0.435], [-1.976, 2.877, -1.712], [-0.059, 2.132, -0.314], [0.756, 2.537, 0.888], [1.123, 1.429, 1.890], [2.316, 0.508, 1.541], [3.083, 0.898, 0.278], [1.904, -0.991, 1.432], [0.590, -1.254, 0.689], [0.031, -3.435, 0.446], [-0.423, -3.329, -1.807], [0.915, -4.420, -3.010], [-1.427, -2.644, -2.341], [-2.386, -1.800, -1.537], [-1.839, -2.546, -4.437], [-2.659, 3.048, 1.223], [-3.245, 1.687, 0.266], [-1.943, 1.430, 1.419], [-2.207, 3.936, -1.576], [-1.293, 2.747, -2.551], [-2.908, 2.365, -1.970], [0.432, 1.632, -1.146], [0.129, 3.249, 1.432], [1.623, 3.103, 0.548], [0.223, 0.849, 2.084], [1.355, 1.925, 2.838], [3.032, 0.572, 2.367], [3.982, 0.283, 0.219], [3.443, 1.928, 0.337], [2.489, 0.754, -0.624], [2.693, -1.482, 0.859], [1.917, -1.463, 2.415], [-0.269, -0.861, 1.249], [0.616, -0.820, -0.316], [-1.748, -3.334, 0.927], [-0.045, -5.254, 0.184], [1.830, -3.732, 0.123], [0.302, -3.928, 2.182], [-1.906, -0.875, -1.208], [-2.797, -2.358, -0.697], [-3.233, -1.507, -2.156]]
}